57
Properties=species:S:1:pos:R:3:forces:R:3 method="wB97M-V/def2-TZVPD" homo_ha="-0.2895 / -0.2871" total_charge=0 lumo_energy_ev="-1.616 / -1.870" orbital_gap_ha="0.230 / 0.218"
H -0.261663 2.196185 -1.461062 0.1 -0.1 -0.4
C 2.297171 2.280881 -2.582157 0.0 -0.2 -0.2
C -1.030862 -1.748248 2.904382 -2.5 1.4 -1.4
H -3.493050 -3.122794 -0.622662 0.0 0.4 -0.1
H 0.413266 -3.405794 0.339722 -0.3 0.3 0.4
C 3.726701 0.586330 -3.557048 -0.5 -0.1 0.0
C -0.213518 -2.812375 1.014056 0.5 0.1 1.1
C 1.162316 1.537409 -2.930438 0.6 -0.1 -0.2
H 4.449205 2.386361 -2.606235 -0.2 -0.2 -0.1
C -0.193746 2.062373 -2.553855 -0.4 -0.2 0.0
H -2.127806 0.260005 -0.102633 0.5 -0.2 -0.4
H 0.403279 -0.191072 -3.954148 0.5 0.1 0.2
C 1.308986 0.337047 -3.632320 0.2 0.1 0.1
C -1.325983 -2.005244 0.627122 0.6 -0.6 0.1
H -0.488342 -0.000360 -0.868421 -0.4 -0.1 0.1
H 2.529198 -0.197486 -0.786876 -0.1 0.1 0.3
Cl -1.385235 0.412469 6.474755 0.0 0.0 0.1
C -1.382039 1.967512 5.636361 -0.3 0.1 -0.5
H -3.766882 -1.788339 -1.794510 0.1 -0.1 0.2
H 1.754773 1.923738 2.965112 0.1 -0.3 -0.1
O -2.158842 2.304679 3.412031 0.9 -0.4 0.1
C -1.239208 1.737339 4.111445 0.1 -0.3 -0.6
H -1.585506 -2.333415 -2.803452 0.1 -0.1 0.1
H -1.150040 -1.404381 3.931989 0.1 -0.1 -0.4
Cl -0.044006 3.004691 6.153932 0.1 0.1 0.2
N -1.291456 1.186968 -3.017579 -0.5 0.2 0.4
C 3.570562 1.804867 -2.889856 0.0 0.0 0.0
C -1.856132 -1.391154 1.796628 0.8 0.2 2.5
H 2.162575 3.250859 -2.093117 0.2 -0.3 -0.1
C 1.964237 1.136570 2.249315 0.5 -2.4 1.8
H -3.931951 -1.495517 -0.067189 0.2 0.0 -0.1
Tl -1.284763 2.247811 1.110456 0.1 0.0 1.2
C -2.166239 0.534688 -2.142414 -1.4 0.3 -0.5
O -3.394669 0.578857 -2.304197 1.9 -0.2 -0.1
C 2.592091 -0.144739 -3.928309 -0.1 0.3 0.1
O -0.282770 1.054668 3.691484 -1.5 1.1 0.3
H -0.068283 -2.245735 -1.889420 -0.1 -0.1 0.0
H -2.745177 -0.750232 1.831150 0.4 -0.3 0.1
C 2.478798 -0.907078 1.334310 0.0 0.1 -0.6
H 2.750770 -1.961474 1.233022 -0.1 0.5 0.0
H -1.794929 1.566721 -3.810108 -0.1 0.0 0.2
H 2.185715 -0.674434 3.545654 0.0 0.2 -0.4
H 4.717234 0.210419 -3.801486 -0.2 0.1 0.1
C -1.124796 -2.526184 -1.826454 0.0 -0.1 -0.1
H 0.779306 -3.062395 3.008254 -0.2 0.1 -0.1
C 2.357009 0.021713 0.266770 -0.3 1.4 -0.3
H 2.684727 -1.086111 -4.465779 0.1 0.2 0.1
C -3.352999 -2.046406 -0.815041 -0.1 -0.1 0.0
H -0.332855 3.077290 -2.972133 -0.1 -0.5 0.1
C -1.846760 -1.719029 -0.758506 -0.1 0.1 -0.2
C -0.020264 -2.625790 2.414471 0.6 -1.0 -2.3
C 2.044751 1.291195 0.832533 0.5 -1.8 -1.9
H -2.316861 2.488191 5.851998 0.3 -0.2 0.0
H -1.213520 -3.597799 -1.587672 0.1 0.3 -0.2
H 1.905230 2.222412 0.289582 0.2 -0.2 0.0
C 2.207364 -0.229673 2.550745 -0.4 2.4 0.8
C -1.574127 -0.196993 -0.952223 -0.2 0.6 0.5